Computed, not measured: a single C4H6O2 molecule, with the ωB97M-V functional and the def2-TZVPD basis.

Each line ends with the natural charge from an NBO analysis.
Geometry (Å):
O1 0.54 -1.44 -1.13  -0.67
C1 0.51 -0.64 -0.03  0.32
C2 -0.80 0.03 0.29  -0.58
C3 -0.99 1.37 -0.39  0.44
O2 -0.15 1.92 -1.06  -0.50
C4 1.62 -0.42 0.68  -0.49
H1 -0.35 -1.62 -1.45  0.47
H2 -1.66 -0.61 0.03  0.22
H3 -0.90 0.19 1.37  0.25
H4 -1.98 1.85 -0.22  0.11
H5 1.60 0.25 1.53  0.20
H6 2.56 -0.88 0.39  0.22

Results
largest force on an atom	0.56	eV/Å
ΔE to the lowest compared entry with this formula, charge and spin	32.9	kcal per mole
LUMO	0.0242	Ha
highest occupied orbital energy	-8.965	eV
SMILES	C=C(O)CC=O
E_tot	-306.4538	a.u.
net charge	0


Computed, not measured: 2 unconnected molecules or ions with the total composition C21H26N3O in a non-equilibrium geometry, with the ωB97M-V functional and the def2-TZVPD basis.

Each line ends with the natural charge from an NBO analysis.
Geometry (Å):
C1 -2.62 0.20 -1.07  -0.41
N1 -3.39 0.71 0.05  -0.26
C2 -3.26 -0.09 1.25  -0.41
N2 -3.29 2.07 0.25  -0.48
C3 -4.37 2.91 0.06  0.52
O1 -5.48 2.51 -0.24  -0.56
H1 -2.90 -0.86 -1.18  0.21
H2 -2.89 0.74 -1.98  0.22
H3 -1.52 0.26 -0.92  0.15
H4 -3.50 -1.12 0.97  0.21
H5 -2.23 -0.07 1.67  0.14
H6 -3.97 0.26 2.01  0.23
H7 -2.38 2.48 0.46  0.35
H8 -4.06 3.97 0.23  0.12
C4 0.32 -1.69 3.50  -0.69
C5 0.61 -1.88 2.06  0.40
N3 0.58 -3.10 1.47  -0.28
C6 0.26 -4.34 2.16  -0.42
C7 0.89 -2.99 0.11  0.11
C8 1.10 -1.62 -0.17  -0.01
C9 1.31 -1.22 -1.48  -0.19
C10 1.40 -2.19 -2.48  -0.19
C11 1.24 -3.55 -2.19  -0.18
C12 0.96 -3.97 -0.88  -0.21
C13 0.93 -0.89 1.09  -0.19
C14 0.98 0.48 1.30  0.05
C15 1.45 1.46 0.36  -0.09
C16 2.62 1.31 -0.43  -0.17
C17 2.95 2.24 -1.40  -0.21
C18 2.13 3.35 -1.64  0.06
C19 2.45 4.30 -2.75  -0.65
C20 1.01 3.55 -0.82  -0.21
C21 0.70 2.65 0.18  -0.16
H9 0.41 -0.62 3.71  0.24
H10 -0.70 -2.01 3.78  0.26
H11 1.03 -2.22 4.15  0.26
H12 0.31 -5.15 1.43  0.24
H13 0.98 -4.54 2.96  0.23
H14 -0.74 -4.32 2.60  0.23
H15 1.40 -0.16 -1.71  0.23
H16 1.60 -1.87 -3.51  0.23
H17 1.33 -4.28 -2.99  0.24
H18 0.80 -5.01 -0.61  0.23
H19 0.63 0.84 2.27  0.22
H20 3.26 0.44 -0.28  0.23
H21 3.85 2.11 -2.02  0.23
H22 1.74 5.13 -2.76  0.23
H23 3.46 4.71 -2.66  0.24
H24 2.40 3.80 -3.73  0.24
H25 0.39 4.43 -0.99  0.23
H26 -0.15 2.82 0.85  0.21

Results
largest force on an atom	1.83	eV/Å
ΔE to the lowest compared entry with this formula, charge and spin	39.0	kcal per mole
LUMO	-0.1830	Ha
highest occupied orbital energy	-11.439	eV
E_tot	-1055.0575	a.u.
net charge	+1


Computed, not measured: a molecular structure, C11H14BN7SV in a non-equilibrium geometry, with the ωB97M-V functional and the def2-TZVPD basis.

Each line ends with the Löwdin spin population.
Geometry (Å):
C1 -1.75 -1.54 2.68  0.00
N1 -1.08 -1.12 1.57  0.01
N2 -0.96 -2.23 0.70  0.00
C2 -1.62 -3.26 1.26  0.01
C3 -2.09 -2.88 2.53  0.01
B1 -0.08 -2.02 -0.57  0.00
N3 -0.71 -0.91 -1.51  0.00
N4 -0.91 0.39 -1.01  0.00
C4 -1.24 1.19 -2.07  0.00
C5 -1.26 0.40 -3.23  -0.01
C6 -0.97 -0.90 -2.82  0.00
V1 -0.58 0.54 0.88  0.04
N5 1.29 -1.36 -0.12  0.00
N6 1.31 -0.12 0.53  0.00
C7 2.61 0.20 0.77  0.00
C8 3.43 -0.82 0.28  0.00
C9 2.56 -1.79 -0.25  -0.01
H1 2.87 1.12 1.29  0.00
H2 2.75 -2.77 -0.66  0.00
H3 4.50 -0.87 0.32  0.00
H4 0.02 -3.04 -1.18  0.00
H5 -0.96 -1.83 -3.37  0.00
H6 -1.74 -4.18 0.73  0.00
H7 -1.45 0.73 -4.24  0.00
H8 -2.60 -3.47 3.26  0.00
H9 -1.45 2.25 -1.92  0.00
H10 -1.93 -0.81 3.46  0.00
H11 1.60 2.99 -0.13  0.00
C10 1.29 3.96 -0.57  0.01
H12 1.97 4.23 -1.40  0.00
H13 0.25 3.88 -0.92  0.00
H14 1.33 4.72 0.23  0.00
S1 -2.19 1.79 1.95  0.41
C11 -1.35 3.23 1.81  0.12
N7 -0.83 4.29 1.73  0.40

Results
largest force on an atom	4.84	eV/Å
<S²>	0.81
LUMO (alpha / beta)	-0.7019 / -0.7268	Ha
spin multiplicity	2
highest occupied orbital energy (alpha / beta)	-23.345 / -23.369	eV
E_tot	-2175.9352	a.u.
net charge	+4


Computed, not measured: 7 unconnected molecules or ions with the total composition C23H60ClN4O10 in a non-equilibrium geometry, with the ωB97M-V functional and the def2-TZVPD basis.

Each line ends with the Mulliken charge.
Geometry (Å):
Cl1 -15.48 14.88 19.11  1.46
O1 -16.17 15.72 20.07  -0.70
O2 -16.27 14.61 17.94  -0.53
O3 -14.25 15.56 18.73  -0.55
O4 -15.11 13.64 19.77  -0.77
C1 -12.35 12.48 17.25  -0.60
O5 -13.74 12.50 17.09  -0.52
H1 -11.90 13.48 17.18  0.22
H2 -12.04 12.09 18.23  0.24
H3 -11.92 11.83 16.48  0.27
H4 -14.06 13.26 17.60  0.29
C2 -12.39 17.70 20.24  -0.12
O6 -11.94 18.87 20.91  -0.53
H5 -11.66 16.88 20.28  0.37
H6 -13.33 17.32 20.62  0.10
H7 -12.57 17.89 19.18  -0.07
H8 -11.14 19.18 20.46  0.29
C3 -18.43 19.33 20.48  -1.50
C4 -17.39 19.31 19.39  0.51
C5 -15.98 19.53 19.87  -0.12
O7 -15.92 20.73 20.61  -0.43
C6 -14.59 21.12 20.91  -0.59
N1 -17.51 18.05 18.61  -0.42
H9 -18.29 20.21 21.10  0.36
H10 -18.37 18.43 21.10  0.32
H11 -19.42 19.37 20.03  0.38
H12 -17.66 20.10 18.67  0.27
H13 -15.33 19.60 18.98  0.31
H14 -15.65 18.67 20.47  0.09
H15 -13.97 20.24 21.10  0.21
H16 -14.67 21.82 21.74  0.27
H17 -14.16 21.70 20.08  0.24
H18 -17.75 17.32 19.28  0.20
H19 -16.59 17.73 18.31  -0.13
C7 -13.84 13.66 23.79  -1.46
C8 -14.96 12.63 23.74  0.63
C9 -15.59 12.47 25.11  -0.93
O8 -16.56 11.47 25.11  -0.26
C10 -17.26 11.39 26.32  -0.75
N2 -15.98 12.94 22.74  -0.34
H20 -13.32 13.73 22.84  0.35
H21 -13.12 13.49 24.60  0.43
H22 -14.27 14.65 23.99  0.32
H23 -14.50 11.68 23.46  0.24
H24 -16.03 13.45 25.39  0.35
H25 -14.82 12.30 25.88  0.37
H26 -18.19 10.85 26.13  0.24
H27 -17.53 12.38 26.69  0.33
H28 -16.68 10.84 27.07  0.27
H29 -16.41 13.84 22.97  0.24
H30 -15.50 13.21 21.88  0.06
C11 -19.14 13.62 19.99  -1.26
C12 -19.07 12.11 19.91  0.50
C13 -19.64 11.65 18.59  -0.69
O9 -19.62 10.24 18.53  -0.32
C14 -20.25 9.72 17.39  -0.74
N3 -17.65 11.67 20.12  -0.47
H31 -18.79 14.06 20.92  0.30
H32 -20.17 14.00 19.88  0.50
H33 -18.57 14.14 19.21  0.10
H34 -19.65 11.74 20.75  0.17
H35 -19.00 12.06 17.79  0.26
H36 -20.66 12.04 18.45  0.46
H37 -19.75 10.03 16.47  0.30
H38 -21.30 10.02 17.34  0.29
H39 -20.21 8.63 17.49  0.25
H40 -17.72 10.76 19.64  0.34
H41 -17.10 12.14 19.39  0.07
C15 -12.92 18.59 15.57  -1.75
C16 -13.06 17.62 14.38  2.28
C17 -12.68 16.22 14.80  -1.70
C18 -13.81 15.39 15.45  1.13
C19 -15.12 15.57 14.71  -1.67
C20 -15.53 17.02 14.49  2.11
N4 -14.39 17.62 13.76  0.09
O10 -14.72 18.91 13.26  -0.49
C21 -16.74 17.09 13.60  -2.30
C22 -15.87 17.72 15.82  -1.01
C23 -12.06 18.11 13.32  -2.16
H42 -11.88 18.79 15.81  0.47
H43 -13.42 18.23 16.46  0.13
H44 -13.39 19.55 15.33  0.34
H45 -12.19 15.64 14.02  0.30
H46 -11.88 16.33 15.56  0.43
H47 -13.90 15.66 16.50  -0.79
H48 -13.57 14.33 15.35  0.44
H49 -15.93 14.99 15.15  0.27
H50 -14.91 15.19 13.70  0.52
H51 -16.59 16.53 12.67  0.48
H52 -17.62 16.62 14.05  0.41
H53 -17.06 18.11 13.39  0.44
H54 -16.92 17.59 16.08  0.66
H55 -15.32 17.33 16.68  -0.46
H56 -15.63 18.78 15.79  0.25
H57 -12.08 17.45 12.45  0.48
H58 -11.05 18.07 13.75  0.40
H59 -12.27 19.12 12.97  0.42
H60 -14.64 18.80 12.31  0.36

Results
largest force on an atom	2.34	eV/Å
ΔE to the lowest compared entry with this formula, charge and spin	0.0	kcal per mole
LUMO	0.0919	Ha
highest occupied orbital energy	-6.162	eV
E_tot	-2343.6406	a.u.
net charge	-1